C30H69N2O14 | ωB97M-V/def2-TZVPD

Calculated values
Orbital gap in eV: 6.4
E in eV: -63861.23061
LUMO level in eV: 2.2590
Charge: -1
Largest force on an atom in hartree/bohr: 0.1709

Element x y z (Å)
C  4.2774  -2.9266  -0.9919
C  3.3073  -1.8815  -1.8002
C  4.0755  -0.5291  -2.3602
C  3.5714  0.8623  -1.6440
N  2.2832  1.4319  -2.1959
N  1.2011  0.5814  -2.0339
C  0.5480  0.1998  -3.3442
C  -0.6152  -0.9598  -3.0546
C  -2.1274  -0.3345  -3.2517
C  -3.1721  -0.6996  -2.0318
O  -3.8562  -1.8752  -2.0969
O  -3.4054  0.2342  -0.8893
C  0.2112  1.0736  -1.0016
C  0.7817  2.2769  -0.0326
O  1.2109  2.0833  1.2317
O  0.8451  3.6691  -0.5895
H  4.5086  -2.4177  0.0628
H  3.7274  -3.9517  -0.7244
H  5.2538  -3.0960  -1.6148
H  2.6805  -2.3508  -2.6699
H  2.5114  -1.4829  -1.0045
H  4.0908  -0.4667  -3.5511
H  5.2201  -0.6595  -2.0531
H  3.4843  0.6228  -0.4783
H  4.3939  1.7231  -1.7308
H  2.3770  1.7861  -3.1734
H  1.3474  -0.2996  -4.0625
H  0.0246  1.0863  -3.9036
H  -0.5116  -1.8683  -3.8206
H  -0.4853  -1.4623  -1.9796
H  -2.4966  -0.7156  -4.3206
H  -2.0634  0.8424  -3.3265
H  -2.9643  -0.1959  -0.0738
H  0.0013  0.1480  -0.2782
H  -0.8075  1.3960  -1.4941
C  6.3074  -5.3228  4.6474
O  5.8178  -6.5832  4.2035
C  4.6269  -6.4550  3.4200
C  4.9232  -6.6333  1.9285
O  5.6884  -5.5377  1.4179
C  7.0566  -5.8792  1.2339
H  7.2910  -5.4768  5.0988
H  6.4130  -4.6174  3.8191
H  5.6367  -4.9093  5.4062
H  4.1314  -5.4958  3.6108
H  3.9495  -7.2533  3.7415
H  3.9751  -6.6401  1.3806
H  5.4284  -7.5886  1.7395
H  7.1580  -6.5744  0.3955
H  7.4878  -6.3203  2.1367
H  7.6102  -4.9648  0.9959
C  -2.5126  3.2490  -5.3884
O  -3.6005  2.3344  -5.3148
C  -4.8052  2.9625  -4.8647
C  -5.7706  3.2063  -6.0278
O  -5.2701  4.2113  -6.9144
C  -4.7379  3.6545  -8.1099
H  -1.6763  2.7480  -5.8829
H  -2.7735  4.1395  -5.9661
H  -2.1996  3.5369  -4.3805
H  -4.5875  3.8956  -4.3319
H  -5.2758  2.2726  -4.1562
H  -6.7173  3.5818  -5.6253
H  -5.9800  2.2741  -6.5670
H  -5.5474  3.2570  -8.7288
H  -4.0098  2.8665  -7.8992
H  -4.2347  4.4523  -8.6663
C  3.9262  3.9252  5.8371
O  2.8384  3.0105  5.9106
C  1.6336  3.6387  6.3607
C  0.6682  3.8825  5.1976
O  1.1687  4.8875  4.3110
C  1.7010  4.3307  3.1155
H  4.7625  3.4242  5.3425
H  3.6654  4.8157  5.2593
H  4.2393  4.2130  6.8449
H  1.8513  4.5718  6.8935
H  1.1630  2.9487  7.0692
H  -0.2785  4.2580  5.6001
H  0.4589  2.9503  4.6584
H  0.8915  3.9331  2.4967
H  2.4291  3.5427  3.3262
H  2.2041  5.1284  2.5591
C  -5.0842  4.1867  2.1131
O  -5.4506  5.2663  2.9650
C  -5.5101  4.8735  4.3401
C  -4.2834  5.3685  5.1111
O  -3.0991  4.6814  4.6965
C  -2.2847  5.4812  3.8481
H  -4.9047  4.5861  1.1115
H  -4.1717  3.6933  2.4579
H  -5.9018  3.4621  2.0579
H  -5.6223  3.7870  4.4348
H  -6.4044  5.3422  4.7644
H  -4.4234  5.1454  6.1740
H  -4.1656  6.4543  5.0074
H  -1.8290  6.2915  4.4244
H  -2.8559  5.8948  3.0127
H  -1.4860  4.8504  3.4440
C  -3.4414  -4.6741  -0.7097
O  -3.1860  -6.0680  -0.8406
C  -2.7105  -6.4101  -2.1465
C  -1.2011  -6.6666  -2.1367
O  -0.4719  -5.4580  -1.9039
C  0.0238  -5.3791  -0.5732
H  -3.6466  -4.4605  0.3425
H  -2.5818  -4.0760  -1.0232
H  -4.3213  -4.3999  -1.2989
H  -2.9733  -5.6356  -2.8767
H  -3.2220  -7.3338  -2.4373
H  -0.9009  -7.0325  -3.1243
H  -0.9375  -7.4342  -1.3986
H  0.8300  -6.1046  -0.4319
H  -0.7658  -5.5528  0.1628
H  0.4293  -4.3740  -0.4166

Atom charges from the Mulliken analysis, given in e for atoms 1 to 5: number 1, C, carries -0.987; number 2, C, carries 0.126; number 3, C, carries -0.548; number 4, C, carries -0.634; number 5, N, carries -0.522


C22H14BF9S2 | ωB97M-V/def2-TZVPD

Calculated values
Orbital gap in eV: 4.6
E in eV: -69842.11231
LUMO level in eV: -3.3177
Largest force on an atom in hartree/bohr: 0.0389

Element x y z (Å)
F  0.0226  -4.9785  3.8151
C  0.0895  -3.8465  3.0312
C  1.0846  -2.8998  3.2932
C  1.1772  -1.8058  2.4399
F  2.1546  -0.8876  2.7401
C  0.3823  -1.6458  1.2976
B  0.6485  -0.6095  0.1283
C  1.9686  0.2856  0.2899
C  1.9152  1.5894  0.7695
F  0.7141  2.0689  1.2602
C  3.0042  2.4471  0.8580
C  4.2530  1.9221  0.5454
F  5.3711  2.7155  0.6739
C  4.4085  0.5961  0.1249
C  3.2577  -0.1764  0.0071
F  3.4338  -1.4884  -0.3391
C  0.6818  -1.2364  -1.3445
C  0.3895  -0.4164  -2.4327
F  0.1352  0.9231  -2.2077
C  0.4157  -0.8340  -3.7629
C  0.8188  -2.1459  -4.0052
F  0.9332  -2.5818  -5.3081
C  1.1435  -3.0250  -2.9699
C  1.0816  -2.5372  -1.6677
F  1.5283  -3.3770  -0.6796
H  -0.3899  0.1552  0.1150
C  -0.6446  -2.5872  1.1549
F  -1.5061  -2.4447  0.0879
C  -0.8076  -3.6957  1.9727
H  1.7990  -3.0159  4.1043
H  2.8667  3.4718  1.2017
H  5.3740  0.1697  -0.1205
H  0.1705  -0.1387  -4.5622
H  1.4632  -4.0460  -3.1495
H  -1.5823  -4.4341  1.7624
C  -4.3158  3.8573  -0.3531
C  -3.4809  3.9509  0.9051
S  -1.8448  3.1781  0.8129
C  -2.1240  1.6023  0.2845
S  -3.1297  1.3730  -1.0465
C  -4.5916  2.4010  -0.6701
H  -5.2698  4.3563  -0.1614
H  -3.8466  4.3773  -1.1890
H  -3.2467  4.9911  1.1683
H  -3.9992  3.4544  1.7319
H  -1.6239  0.7552  0.7621
H  -5.0644  1.9248  0.1946
H  -5.2187  2.2879  -1.5629

Atom charges from the Mulliken analysis, given in e for atoms 1 to 5: number 1, F, carries -0.334; number 2, C, carries 0.344; number 3, C, carries -0.900; number 4, C, carries -0.024; number 5, F, carries -0.323


C4H5LiMgO5 | ωB97M-V/def2-TZVPD

Calculated values
Expectation value of S²: 0.75
Orbital gap (alpha / beta) in eV: 2.3 / 5.6
E in eV: -20081.56531
LUMO level (alpha / beta) in eV: -14.6478 / -14.7610
Multiplicity: 2
Energy above the lowest of the compared OMol25 structures with the same formula, charge and spin in kJ/mol: 58.40
Charge: +3
Largest force on an atom in hartree/bohr: 0.1008

Element x y z (Å)
O  -0.8539  -3.8211  -3.8427
C  -1.6326  -3.8901  -2.8640
O  -2.2302  -4.8792  -2.4849
O  -1.6161  -2.7277  -2.0672
C  -1.5300  -1.5893  0.0049
C  -1.6376  -2.8341  -0.7563
Li  -1.9991  -6.4292  -3.5699
H  -1.4801  -1.7621  1.0856
H  -0.5261  -1.1889  -0.2161
H  -2.7722  -1.9260  -0.1243
H  -1.1919  -3.7447  -0.3429
Mg  0.2484  -2.6202  -4.8187
O  -2.1318  0.5565  -0.4147
C  -2.1480  1.5642  0.2466
O  -2.3915  2.7496  -0.1747
H  -2.1449  3.4365  0.4674

Atom charges from the Mulliken analysis, given in e for atoms 1 to 5: number 1, O, carries -0.588; number 2, C, carries 0.931; number 3, O, carries -0.644; number 4, O, carries -0.256; number 5, C, carries -0.676


C8H14O2 | ωB97M-V/def2-TZVPD

Calculated values
Orbital gap in eV: 8.0
E in eV: -12613.89063
LUMO level in eV: 0.7158
Energy above the lowest of the compared OMol25 structures with the same formula, charge and spin in kJ/mol: 404.14
Largest force on an atom in hartree/bohr: 0.1223

Element x y z (Å)
C  -0.0173  -0.6794  -0.0930
C  -0.0833  0.4821  0.7376
C  -0.1399  -2.0599  0.4861
C  0.0806  1.8891  0.2163
C  2.6369  0.1070  -1.3444
C  2.0256  -0.3696  -0.0437
C  -2.0530  0.3540  1.0797
C  -3.0785  0.1459  0.2605
O  -0.4896  -0.6425  -1.3725
O  2.6907  -0.7449  0.8909
H  -0.7201  0.2654  -1.6183
H  0.2876  0.3265  1.7454
H  -2.2472  0.6381  2.1161
H  0.3068  -2.1082  1.4789
H  0.3510  -2.7799  -0.1733
H  -1.1927  -2.3460  0.5444
H  -0.1112  1.9812  -0.8555
H  -0.6085  2.5660  0.7257
H  1.0971  2.2456  0.4042
H  2.1350  -0.3807  -2.1827
H  2.5006  1.1863  -1.4382
H  3.7039  -0.1332  -1.3782
H  -4.1167  0.2263  0.5884
H  -2.9577  -0.1694  -0.7743

Atom charges from the Mulliken analysis, given in e for atoms 1 to 5: number 1, C, carries 0.822; number 2, C, carries -0.067; number 3, C, carries -1.668; number 4, C, carries -1.396; number 5, C, carries -1.197